[1]
C5H12N4 in the gas phase, computed with ωB97M-V/def2-TZVPD.

The geometry in XYZ format:
```
21
Properties=species:S:1:pos:R:3:forces:R:3:nbo_charge:R:1
C 2.56677 -0.59106 -0.30661 0.3 0.1 0.0 -0.414
C 1.32153 -0.99544 -0.28896 -0.3 -0.1 0.0 0.023
C 0.27337 -1.81034 -0.90321 0.2 -0.1 -0.1 -0.447
C 0.01100 -1.01602 0.36614 -0.1 0.2 0.3 -0.300
C -0.96949 0.16470 0.31424 -0.2 0.1 0.1 0.396
N -1.21787 0.58656 1.68020 0.0 -0.2 0.1 -0.845
N -2.18003 -0.30726 -0.32791 -0.1 0.1 -0.1 -0.839
N -0.53767 1.30377 -0.49898 0.0 0.0 -0.2 -0.498
N 0.50124 2.05508 0.11691 0.2 0.0 -0.3 -0.686
H 2.97071 0.05591 0.45742 0.0 0.1 0.2 0.197
H 3.24898 -0.90103 -1.08290 0.1 -0.1 -0.1 0.204
H -0.20310 -1.46240 -1.80892 -0.1 0.1 0.0 0.232
H 0.34306 -2.88672 -0.83824 0.0 -0.1 0.1 0.226
H -0.07998 -1.56446 1.29645 0.1 -0.1 0.0 0.239
H -0.34624 0.90514 2.09069 -0.1 0.1 0.0 0.373
H -1.84507 1.38561 1.66847 0.1 0.0 0.0 0.360
H -2.60284 -1.02522 0.24870 0.0 0.0 0.0 0.367
H -2.83726 0.45988 -0.41738 0.0 0.0 0.1 0.365
H -0.30684 0.98139 -1.43937 0.1 0.1 0.2 0.344
H 1.42605 1.66486 -0.06597 -0.2 0.0 -0.1 0.344
H 0.46366 2.99708 -0.26078 0.0 -0.2 0.2 0.357
```
Positions in Å, forces in eV/Å.

ΔE to the lowest compared entry with this formula, charge and spin = 252.0 kJ/mol
HOMO level = -9.23 eV
HOMO-LUMO gap = 10.30 eV
SMILES = C=C1C[C@@H]1C(N)(N)NN

***

[2]
A molecular structure, C44H58BClCoF4P3, computed with ωB97M-V/def2-TZVPD.

The geometry in XYZ format:
```
112
Properties=species:S:1:pos:R:3:forces:R:3:mulliken_charge:R:1
Co -0.80821 -0.87935 -0.36395 -0.5 0.2 -0.1 1.102
Cl -3.12134 -1.64755 -0.02398 0.3 0.0 -0.1 -0.159
C -3.95442 -0.43455 0.91441 0.0 -0.1 0.0 1.350
C -5.29517 -0.67184 1.16685 0.0 0.0 0.0 -0.730
C -6.02284 0.29623 1.83438 0.0 0.0 0.0 -0.737
C -5.41359 1.48620 2.21399 0.0 0.0 0.0 -0.899
C -4.07254 1.69338 1.94903 0.0 0.0 0.0 -0.518
C -3.29825 0.71535 1.31459 0.0 0.1 0.0 -0.492
P -1.51158 0.95028 1.01485 0.2 -0.2 -0.1 2.511
C -1.45509 2.70676 0.55605 0.0 0.0 0.0 0.733
C -0.47932 3.55047 1.07855 0.0 0.0 0.0 -0.860
C -0.41827 4.87776 0.67475 0.0 0.0 0.0 -0.692
C -1.34130 5.36830 -0.23658 0.0 0.0 0.0 -0.740
C -2.33157 4.53402 -0.74143 0.0 0.0 0.0 -0.801
C -2.38760 3.20596 -0.35441 0.0 0.0 0.0 -0.658
C -0.75458 0.93194 2.67581 0.0 -0.1 0.0 0.379
C 0.48322 0.31761 2.84013 0.0 0.0 0.0 0.141
C 1.09179 0.26130 4.08764 0.0 0.0 0.0 -0.363
C 0.46128 0.81625 5.18925 0.0 0.0 0.0 -1.049
C -0.77366 1.43506 5.03652 0.0 0.0 0.0 -0.885
C -1.37470 1.49673 3.79013 0.0 0.0 0.0 -0.573
H -5.75711 -1.58787 0.82537 0.0 0.0 0.0 0.548
H -7.07285 0.13085 2.03517 0.0 0.0 0.0 0.438
H -5.98932 2.25879 2.70558 0.0 0.0 0.0 0.473
H -3.62200 2.64280 2.20827 0.0 0.0 0.0 0.443
H 0.23057 3.18193 1.80830 0.0 0.0 0.0 0.360
H 0.34330 5.52921 1.08374 0.0 0.0 0.0 0.487
H -1.29671 6.40433 -0.54710 0.0 0.0 0.0 0.433
H -3.06047 4.91696 -1.44411 0.0 0.0 0.0 0.515
H -3.14478 2.55607 -0.77536 0.0 0.0 0.0 0.330
H 0.96104 -0.15138 1.98953 0.0 0.0 0.0 -0.047
H 2.05181 -0.22718 4.20220 0.0 0.0 0.0 0.467
H 0.92779 0.76824 6.16442 0.0 0.0 0.0 0.398
H -1.27120 1.87202 5.89264 0.0 0.0 0.0 0.455
H -2.34068 1.97328 3.70067 0.1 0.0 0.0 0.295
C 1.03436 -3.16692 2.31432 0.0 0.0 0.0 -1.420
P -0.44115 -2.87970 1.27490 0.0 0.1 0.0 1.503
C -0.56475 -4.48107 0.40662 0.0 -0.1 0.0 -1.585
C -1.80253 -3.02578 2.48930 0.1 0.1 0.2 0.434
C -2.85528 -3.92106 2.31245 -0.1 0.0 -0.1 -0.513
C -3.90655 -3.96167 3.21689 0.0 0.0 0.0 -0.707
C -3.91803 -3.11734 4.31682 0.0 0.0 0.0 -0.733
C -2.86217 -2.24049 4.51778 0.0 0.0 0.0 -0.571
C -1.81233 -2.19768 3.61209 -0.1 -0.1 0.0 -0.406
H 0.92544 -4.11011 2.85073 0.0 0.0 0.0 0.525
H 1.14482 -2.36357 3.04199 0.0 0.0 0.0 0.239
H 1.93076 -3.21059 1.69513 0.0 0.0 0.0 0.381
H -0.66584 -5.28449 1.13738 0.0 0.0 0.0 0.572
H 0.33651 -4.65490 -0.17489 0.0 0.0 0.0 0.368
H -1.41818 -4.50440 -0.27208 0.0 0.0 0.0 0.404
H -2.88214 -4.58548 1.45788 0.0 0.0 0.0 0.302
H -4.71804 -4.66083 3.05988 0.0 0.0 0.0 0.445
H -4.73750 -3.15564 5.02275 0.0 0.0 0.0 0.422
H -2.84788 -1.59095 5.38413 0.0 0.0 0.0 0.496
H -0.99093 -1.52347 3.79789 0.1 0.1 0.0 0.208
C 4.74008 1.16353 0.92878 0.0 0.0 0.0 -0.994
C 3.97066 -0.04017 1.46093 0.0 0.0 0.0 -0.364
C 3.09002 -0.64650 0.35821 0.0 0.0 0.0 0.177
C 2.57812 0.43545 -0.61280 0.0 0.0 0.0 0.530
C 2.40160 1.76989 0.11160 0.0 0.0 0.0 0.570
C 3.77394 2.30048 0.55438 0.0 0.0 0.0 -1.221
P 1.09259 -0.12468 -1.52325 0.0 -0.2 0.3 -0.951
C 0.74652 1.09956 -2.85131 -0.1 0.0 -0.1 0.448
C -0.16490 2.26355 -2.46739 0.0 0.0 0.0 1.320
C -0.24112 3.22431 -3.64760 0.0 0.0 0.0 -1.215
C 1.10315 3.94106 -3.84638 0.0 0.0 0.0 -1.060
C 2.27869 3.08072 -3.36139 0.0 0.0 0.0 -0.381
C 2.02031 1.59478 -3.59555 0.0 0.0 0.0 -1.026
C 1.59361 -1.58421 -2.55452 0.0 0.0 0.0 1.157
C 1.26565 -2.92534 -1.90852 0.0 0.0 0.0 0.104
C 1.33463 -4.06114 -2.94197 0.0 0.0 0.0 -1.190
C 2.44723 -3.83796 -3.97873 0.0 0.0 0.0 -0.799
C 3.55811 -2.98517 -3.38251 0.0 0.0 0.0 -0.847
C 3.04615 -1.56909 -3.08930 0.0 0.0 0.0 -0.820
H 5.31758 0.85436 0.05212 0.0 0.0 0.0 0.334
H 5.46799 1.51317 1.66098 0.0 0.0 0.0 0.570
H 3.35128 0.28402 2.30152 0.0 0.0 0.0 -0.247
H 4.64901 -0.80016 1.85140 0.0 0.0 0.0 0.647
H 2.24092 -1.17726 0.80017 0.0 0.0 0.0 -1.498
H 3.65720 -1.39754 -0.19719 0.0 0.0 0.0 0.670
H 3.33832 0.59945 -1.38305 0.0 0.0 0.0 1.120
H 1.75504 1.62484 0.97675 0.0 0.0 0.1 -0.819
H 1.90156 2.50626 -0.51846 0.0 -0.1 0.1 -0.560
H 3.63753 2.97361 1.40407 0.0 0.0 0.0 0.521
H 4.20827 2.90106 -0.24830 0.0 0.0 0.0 0.374
H 0.16209 0.49246 -3.54804 0.0 0.0 0.0 1.004
H 0.20210 2.79896 -1.58868 0.0 0.0 0.0 -0.705
H -1.15029 1.87398 -2.22494 -0.1 0.0 0.0 -0.163
H -1.04184 3.94956 -3.49474 0.0 0.0 0.0 0.396
H -0.51342 2.65199 -4.53906 0.0 0.0 0.0 0.389
H 1.10448 4.88810 -3.30152 0.0 0.0 0.0 0.375
H 1.23635 4.19212 -4.90048 0.0 0.0 0.0 0.438
H 2.45796 3.25665 -2.29576 0.0 0.0 -0.1 -0.198
H 3.19857 3.37429 -3.86985 0.0 0.0 0.0 0.552
H 2.90786 1.02019 -3.33171 0.0 0.1 0.0 0.365
H 1.87076 1.42721 -4.66565 0.0 0.0 0.0 0.372
H 0.91244 -1.48846 -3.40573 0.0 0.0 0.0 0.701
H 0.25792 -2.89691 -1.49726 -0.1 0.0 0.0 -0.863
H 1.94665 -3.11164 -1.07122 0.0 0.0 0.0 0.217
H 0.36804 -4.14176 -3.44403 0.0 0.0 0.0 0.289
H 1.49437 -5.00922 -2.42207 0.0 0.0 0.0 0.551
H 2.04367 -3.32918 -4.85908 0.0 0.0 0.0 0.355
H 2.83225 -4.79490 -4.33065 0.0 0.0 0.0 0.496
H 4.41399 -2.92385 -4.05564 0.0 0.0 0.0 0.553
H 3.92529 -3.45389 -2.46343 0.0 0.0 0.0 0.268
H 3.07936 -0.98134 -4.00806 0.0 -0.1 0.0 0.399
H 3.72913 -1.08581 -2.38873 0.0 0.0 0.0 -0.008
F -3.10731 0.47584 -2.03171 0.1 0.0 -0.1 -0.224
B -2.62529 -0.43848 -2.97065 0.0 0.0 0.0 -0.183
F -1.39008 -1.06028 -2.27577 0.1 -0.1 -0.2 -0.337
F -3.47907 -1.47573 -3.20281 0.1 0.1 0.0 -0.309
F -2.12590 0.16701 -4.09324 0.0 0.0 0.1 -0.301
```
Positions in Å, forces in eV/Å.

HOMO level (spin up / spin down) = -11.26 / -11.58 eV
2S+1 = 2
total charge = +1
HOMO-LUMO gap (spin up / spin down) = 7.16 / 9.02 eV

***

[3]
2 unconnected molecules or ions with the total composition C14H16 at a distorted geometry, computed with ωB97M-V/def2-TZVPD.

The geometry in XYZ format:
```
30
Properties=species:S:1:pos:R:3:forces:R:3:nbo_charge:R:1
C 0.99846 -1.62365 -4.65691 -0.1 -0.1 0.0 -0.635
C 0.44032 -0.39249 -3.98192 -0.3 -0.6 -1.0 0.004
C 0.57346 -0.15806 -2.63799 -0.4 0.8 0.5 -0.227
C 0.05039 1.02872 -2.09558 0.4 -0.9 0.4 -0.196
C -0.66285 1.91039 -2.86347 0.2 0.0 -0.5 -0.230
C -0.86093 1.61831 -4.22286 -0.6 0.5 0.6 -0.200
C -0.34286 0.47834 -4.77513 0.6 -0.6 0.7 -0.223
H 0.26122 -2.42940 -4.67880 -0.1 0.0 -0.1 0.218
H 1.88041 -2.03926 -4.18123 0.1 0.1 0.3 0.217
H 1.28127 -1.39219 -5.68405 -0.1 0.0 0.0 0.215
H 0.97258 -0.88951 -1.94530 0.4 0.0 -0.3 0.212
H 0.21538 1.17816 -1.03639 -0.2 0.3 0.1 0.212
H -1.05914 2.80794 -2.41794 -0.1 0.2 -0.1 0.212
H -1.50279 2.27452 -4.78945 0.0 0.1 -0.2 0.210
H -0.58399 0.15482 -5.77525 0.1 0.3 -0.3 0.210
C -0.48705 -2.32493 4.02517 -0.6 0.3 0.0 -0.632
C -0.24642 -0.83834 3.84136 0.7 -1.1 -0.9 0.000
C 0.88252 -0.25428 4.40695 -0.3 0.4 0.5 -0.221
C 1.11350 1.10661 4.24320 -0.6 -0.1 0.1 -0.201
C 0.31726 1.80828 3.35035 -0.3 0.4 0.3 -0.224
C -0.80377 1.22833 2.77168 0.5 0.1 -0.6 -0.203
C -1.07407 -0.11590 2.98575 -0.2 0.6 0.9 -0.225
H 0.41667 -2.92675 3.97918 0.2 0.1 0.2 0.219
H -1.16086 -2.70654 3.25661 0.0 0.1 -0.1 0.213
H -0.99928 -2.48934 4.97078 0.1 -0.2 0.2 0.218
H 1.51677 -0.84328 5.06295 -0.1 0.0 0.0 0.209
H 1.73626 1.67123 4.92133 0.7 -0.2 -0.3 0.214
H 0.51199 2.85799 3.16988 0.0 0.0 0.1 0.209
H -1.38272 1.85987 2.10198 -0.2 -0.3 0.1 0.213
H -2.00171 -0.55961 2.65509 0.1 -0.1 -0.4 0.211
```
Positions in Å, forces in eV/Å.

ΔE to the lowest compared entry with this formula, charge and spin = 47.5 kJ/mol
HOMO level = -8.99 eV
HOMO-LUMO gap = 9.88 eV
SMILES = Cc1ccccc1.Cc1ccccc1

***

[4]
A molecular structure, C14H36ClCoN2O6 at a distorted geometry, computed with ωB97M-V/def2-TZVPD.

The geometry in XYZ format:
```
60
Properties=species:S:1:pos:R:3:forces:R:3:nbo_charge:R:1
Co -1.22174 0.82197 2.16947 1.2 -1.2 0.0 0.760
Cl 0.53911 -0.77989 2.29477 -1.3 1.2 -0.1 -0.753
C 1.78476 -4.52841 3.62291 0.3 0.1 -0.4 -0.094
C 0.93851 -3.71652 4.60357 -0.3 0.3 -0.7 -0.095
O 1.48585 -2.44945 4.89605 0.5 -0.1 0.6 -0.724
O 1.92867 -3.99898 2.27198 -0.5 -0.3 1.0 -0.728
H 1.37838 -5.53387 3.51331 -0.1 0.0 0.0 0.179
H 2.79099 -4.62850 4.02985 0.1 0.0 0.2 0.169
H 0.80553 -4.24266 5.54887 0.4 -0.1 0.0 0.188
H -0.07989 -3.55874 4.24850 -0.2 -0.2 -0.5 0.161
H 1.63000 -1.94791 4.09027 -0.2 0.1 -0.1 0.472
H 1.82267 -3.04549 2.30682 0.0 0.2 -0.1 0.464
C -1.06055 -2.41828 -0.48675 -2.2 0.2 -0.2 -0.254
O -2.40069 -1.75631 -0.47078 0.9 -0.7 0.4 -0.566
C -3.51027 -2.67471 -0.29196 1.1 0.5 -1.1 -0.062
C -4.80835 -1.93545 -0.08462 1.7 0.8 0.7 -0.240
N -4.99045 -0.98281 -1.16897 -1.7 -0.8 0.8 -0.585
C -5.94324 0.02709 -0.75331 0.9 2.4 -0.9 -0.247
C -5.65023 1.26884 -1.60984 0.3 1.2 -0.4 -0.053
O -4.28796 1.52151 -1.93306 0.3 0.3 1.1 -0.539
C -4.08595 2.81879 -2.50989 0.8 -1.9 -0.9 -0.262
H -0.35657 -1.71134 -0.92580 -0.1 0.1 0.4 0.197
H -1.10255 -3.29711 -1.13016 0.0 -0.1 -0.2 0.170
H -0.79753 -2.75974 0.51442 0.2 0.3 0.0 0.184
H -3.24847 -3.35403 0.51926 -0.3 -0.3 -0.1 0.175
H -3.67797 -3.15128 -1.25781 0.5 -0.9 0.0 0.160
H -4.61711 -1.30237 0.78182 -0.5 -0.2 0.5 0.186
H -5.62487 -2.64154 0.06648 -0.1 0.0 0.2 0.179
H -5.48647 -1.46710 -1.90349 0.4 -0.2 -0.6 0.347
H -5.85863 0.39188 0.27034 0.7 -0.6 0.2 0.190
H -7.01884 -0.12046 -0.85032 -0.2 -0.8 -0.3 0.178
H -5.96514 2.12718 -1.01639 -0.7 0.3 -0.2 0.157
H -6.11989 1.26262 -2.59344 -0.8 -0.2 0.1 0.154
H -3.01931 2.81268 -2.73425 0.2 0.5 0.5 0.195
H -4.39407 3.69167 -1.93435 -0.2 -0.2 0.1 0.173
H -4.48251 2.77064 -3.52405 -0.8 0.6 -0.1 0.168
C 2.85330 -1.47920 -0.62514 -0.9 0.4 -0.7 -0.254
O 3.00173 -0.17713 -1.25177 1.5 -1.0 0.5 -0.559
C 1.81845 0.50258 -1.55219 -0.4 0.2 0.6 -0.068
C 2.01872 2.01189 -1.59957 1.2 -0.7 1.7 -0.228
N 2.59917 2.42985 -0.27477 -2.4 -0.5 -1.8 -0.655
C 2.90756 3.82602 -0.32423 2.2 0.0 1.6 -0.237
C 4.39504 4.04141 -0.75739 -1.5 0.3 -1.2 -0.074
O 5.25732 3.56899 0.22470 1.5 -0.6 0.0 -0.541
C 6.64506 3.68478 -0.17368 -0.1 1.4 0.8 -0.262
H 3.77105 -1.96182 -0.28913 0.4 0.8 -0.3 0.201
H 2.41538 -2.17029 -1.34536 -0.2 -0.1 -0.2 0.165
H 2.18302 -1.44043 0.23352 -0.1 0.3 0.0 0.178
H 1.16532 0.37745 -0.68856 -0.6 -0.3 0.0 0.165
H 1.34121 0.13399 -2.46020 -0.1 -0.2 -0.2 0.167
H 1.02955 2.45933 -1.69671 0.0 0.1 -0.1 0.189
H 2.66681 2.36301 -2.40255 0.0 -0.2 -0.4 0.170
H 3.30167 1.79516 0.07704 0.3 0.3 -0.3 0.392
H 2.83161 4.15098 0.71343 0.1 0.6 0.1 0.199
H 2.17222 4.40078 -0.88728 0.2 -0.2 -0.3 0.199
H 4.58749 5.06976 -1.06327 0.1 0.5 0.5 0.156
H 4.54544 3.49523 -1.68861 0.1 -0.4 -0.2 0.152
H 6.98331 4.69030 0.07657 -0.2 0.5 0.0 0.167
H 6.87090 3.61692 -1.23786 -0.5 -0.7 -0.1 0.178
H 7.34346 3.09857 0.42357 -0.7 -0.7 -0.1 0.198
```
Positions in Å, forces in eV/Å.

HOMO level (spin up / spin down) = -8.22 / -8.30 eV
2S+1 = 5
HOMO-LUMO gap (spin up / spin down) = 8.56 / 5.64 eV